Molecular formula: C21H26F6N4O7S2
Method: DFT, the ωB97M-V functional and the def2-TZVPD basis

Each line ends with the Löwdin charge.
Element x y z (Å)
1 C 0.9830 2.7618 -2.4490  -0.13
2 N 0.7810 1.4222 -1.8782  -0.09
3 C -0.3026 1.3930 -0.8600  -0.15
4 C 0.2667 0.9867 0.4915  -0.07
5 C 0.1395 -0.2667 0.9794  -0.12
6 N -0.4900 -1.3639 0.3105  -0.09
7 C 0.0030 -1.6252 -1.0660  -0.02
8 C -1.9276 -1.3479 0.4057  -0.44
9 C -2.5565 -2.7142 0.6746  0.02
10 O -2.6091 -0.3508 0.3228  0.12
11 C 0.6779 -0.5766 2.3121  -0.08
12 C 0.4671 -1.9918 2.8413  -0.13
13 C 1.2879 -3.0440 2.0517  -0.11
14 C 1.3456 -4.3744 2.8766  -0.14
15 O 2.7075 -4.7427 3.1576  -0.02
16 C 3.2754 -5.4462 2.1373  -0.51
17 C 3.8738 -6.8018 2.5057  0.02
18 O 3.3564 -5.0428 1.0002  0.11
19 C 1.3259 0.3306 3.0789  -0.16
20 S 2.0103 -0.0190 4.6806  0.77
21 O 2.4238 -1.3819 4.8635  -0.26
22 O 3.1347 0.8436 4.8871  -0.27
23 C 0.7955 0.4584 6.0164  -0.67
24 F 1.4727 0.6296 7.1333  0.17
25 F -0.0805 -0.5374 6.1702  0.14
26 F 0.1573 1.5845 5.7243  0.16
27 C 1.5031 1.6673 2.5673  -0.32
28 N 2.0898 2.6967 3.1139  -0.22
29 S 2.0060 3.9423 2.0878  1.06
30 N 1.1865 3.2122 0.8965  -0.21
31 C 0.9577 1.9764 1.2542  -0.30
32 H 0.2683 2.9606 -3.2583  0.06
33 H 0.9086 3.5768 -1.7143  0.06
34 H 1.9795 2.7613 -2.9091  0.09
35 H 1.6310 1.1674 -1.3868  0.09
36 H -1.1020 0.6966 -1.1091  0.08
37 H -0.7081 2.4097 -0.7729  0.12
38 H 0.1536 -2.6932 -1.2596  0.09
39 H 0.9242 -1.0590 -1.2017  0.09
40 H -0.7071 -1.2406 -1.8120  0.10
41 H -2.0180 -3.4222 0.0210  0.09
42 H -3.6067 -2.7464 0.3861  0.08
43 H -2.3599 -3.0544 1.6952  0.08
44 H -0.5938 -2.2046 2.6355  0.11
45 H 0.5810 -2.0551 3.9210  0.08
46 H 2.2922 -2.7058 1.7945  0.13
47 H 0.7116 -3.2818 1.1535  0.09
48 H 0.8885 -4.1864 3.8523  0.12
49 H 0.8029 -5.1590 2.3382  0.13
50 H 4.7894 -6.6663 3.0922  0.09
51 H 4.1551 -7.3127 1.5829  0.08
52 H 3.1405 -7.4212 3.0313  0.09
53 C -5.0961 4.1848 -5.8717  -0.06
54 C -4.1273 4.1297 -4.7101  -0.20
55 O -2.8198 3.7169 -5.1488  0.03
56 C -2.0516 4.6688 -5.6662  -0.40
57 O -2.3536 5.8170 -5.7964  0.18
58 C -0.6820 4.0884 -6.0391  -0.53
59 F -0.7883 2.9108 -6.6663  0.17
60 F 0.0666 3.8860 -4.9393  0.13
61 F 0.0004 4.8989 -6.8427  0.18
62 H -5.1191 3.2281 -6.3952  0.08
63 H -6.1005 4.4187 -5.5200  0.08
64 H -4.7976 4.9425 -6.5963  0.08
65 H -4.4530 3.3834 -3.9877  0.13
66 H -4.0709 5.0844 -4.1879  0.13

For the total energy, the calculation gives -2957.034107 hartree. Its spin multiplicity is 1. As for the frontier orbital gap: 7.967 eV. The relative energy (zero: lowest compared OMol25 entry of this formula, charge and spin) comes out at 0.0 kcal per mole.



Molecular formula: C5H12ClNSi
Method: DFT, the ωB97M-V functional and the def2-TZVPD basis

Each line ends with the Löwdin charge.
Element x y z (Å)
1 N 0.5813 -3.1282 0.0084  -0.25
2 Si 0.5267 -1.4981 0.2531  0.78
3 C 0.3116 -0.4538 -1.3441  -0.28
4 C -0.5696 0.7977 -1.2538  -0.29
5 C -0.2027 1.7174 -0.1000  -0.27
6 C -0.5017 1.0666 1.2766  -0.26
7 C 0.4253 -0.1166 1.6652  -0.27
8 H 0.9195 -3.8719 0.7348  0.06
9 H 0.2109 -1.1917 -2.2463  0.09
10 H 1.3663 -0.0488 -1.2278  0.08
11 H -1.5852 0.3942 -1.0264  0.11
12 H -0.4078 1.4161 -2.2348  0.14
13 H 0.8632 2.0104 -0.2239  0.12
14 H -0.7022 2.6751 -0.2553  0.10
15 H -0.3624 1.9164 2.0431  0.13
16 H -1.5643 0.6106 1.1173  0.14
17 H 1.4513 0.1604 2.0111  0.08
18 H -0.1245 -0.4904 2.4976  0.04
19 Cl 0.2075 -4.2587 -2.5055  0.07
20 H 0.4735 -3.5518 -1.3319  -0.33

For the total energy, the calculation gives -1002.106399 hartree. Its spin multiplicity is 1. As for the frontier orbital gap: 9.472 eV. The relative energy (zero: lowest compared OMol25 entry of this formula, charge and spin) comes out at 45.4 kcal per mole. The SMILES is N=[Si]1CCCCC1.Cl.



Molecular formula: C15H36AlN5O6
Method: DFT, the ωB97M-V functional and the def2-TZVPD basis

Each line ends with the Löwdin charge.
Element x y z (Å)
1 Al 2.4296 0.8992 -2.7724  1.06
2 O 0.4978 0.9163 -0.9946  -0.35
3 H -0.4320 1.1372 -0.8516  -0.05
4 C -1.2733 2.3436 -3.5395  -0.32
5 O -0.0877 2.6441 -3.5597  -0.04
6 N -2.2047 2.8912 -4.3245  -0.15
7 C -3.6309 2.7048 -4.1062  -0.01
8 C -1.7970 3.8142 -5.3758  0.00
9 H -1.6999 1.5793 -2.8718  0.13
10 H -4.1119 3.6640 -4.2971  0.10
11 H -3.8028 2.3568 -3.0937  0.09
12 H -4.0705 2.0518 -4.8653  0.11
13 H -2.5630 4.5670 -5.5439  0.10
14 H -0.8402 4.2788 -5.1654  0.10
15 H -1.7228 3.2453 -6.3092  0.11
16 C 2.9501 2.7516 2.1190  -0.32
17 O 3.8680 2.6604 2.8894  0.11
18 N 1.7945 3.4074 2.4009  -0.15
19 C 0.6231 3.2681 1.5708  -0.02
20 C 1.7175 4.2945 3.5439  0.00
21 H 2.9682 2.2572 1.1364  0.13
22 H 0.8270 2.5707 0.7572  0.05
23 H 0.3824 4.2549 1.1655  0.12
24 H -0.1894 2.8777 2.1887  0.10
25 H 1.7776 5.3249 3.1727  0.12
26 H 0.7658 4.1895 4.0630  0.10
27 H 2.5536 4.1266 4.2127  0.10
28 C 3.3934 -2.4346 0.8165  -0.29
29 O 3.7999 -3.5589 0.7604  0.12
30 N 2.4218 -1.9621 1.6715  -0.12
31 C 1.8729 -0.6699 1.4988  -0.05
32 C 1.8994 -2.8253 2.7007  0.00
33 H 3.7040 -1.6401 0.1168  0.15
34 H 0.8342 -0.7741 1.1048  0.10
35 H 2.4133 -0.0583 0.7809  0.07
36 H 1.7627 -0.0659 2.4037  0.12
37 H 0.8534 -2.5834 2.9158  0.09
38 H 1.9015 -3.8648 2.3786  0.10
39 H 2.4516 -2.7085 3.6368  0.13
40 C -2.6994 -0.9773 0.0662  -0.33
41 O -3.1845 -1.7655 -0.7256  0.04
42 N -2.7394 -1.1464 1.4102  -0.16
43 C -2.0335 -0.2577 2.2889  -0.06
44 C -3.3929 -2.2824 2.0169  -0.02
45 H -2.2828 -0.0363 -0.3231  0.12
46 H -2.6429 0.3538 2.9635  0.11
47 H -1.5146 0.5083 1.7003  0.07
48 H -1.2813 -0.7592 2.9084  0.09
49 H -2.6395 -2.9324 2.4733  0.10
50 H -4.1397 -2.0450 2.7732  0.11
51 H -3.8958 -2.8415 1.2305  0.10
52 C 1.0886 -2.2509 -1.5476  -0.32
53 O 2.0172 -1.9552 -2.2760  -0.05
54 N 0.8844 -3.4920 -1.0680  -0.12
55 C -0.1916 -3.7266 -0.1303  -0.01
56 C 1.7475 -4.6074 -1.3093  -0.02
57 H 0.3319 -1.5367 -1.1948  0.12
58 H 0.0160 -3.2157 0.8227  0.08
59 H -0.3298 -4.7780 0.1009  0.11
60 H -1.1820 -3.3678 -0.4355  0.09
61 H 1.9597 -5.1685 -0.3956  0.11
62 H 1.3308 -5.3275 -2.0194  0.12
63 H 2.7365 -4.3234 -1.6646  0.10

For the total energy, the calculation gives -1559.981438 hartree. Its spin multiplicity is 1. As for the frontier orbital gap: 2.367 eV. Its charge is +2.



Molecular formula: C7H14O2
Method: DFT, the ωB97M-V functional and the def2-TZVPD basis

Each line ends with the Löwdin charge.
Element x y z (Å)
1 C -0.8662 0.2643 1.3730  -0.24
2 C 0.6491 0.2993 1.2371  -0.29
3 C -1.0495 0.3241 -0.8935  -0.14
4 C 1.2097 1.6922 1.0053  -0.05
5 C 1.7363 -0.5829 -1.0108  -0.01
6 C -1.9577 -0.8304 -1.2287  -0.15
7 C 0.7188 -0.6658 0.0770  -0.39
8 O -1.4041 -0.8142 1.7522  -0.03
9 O 0.2902 -1.8710 0.3508  0.05
10 H -0.4888 -1.7242 1.0667  0.10
11 H -1.3841 1.2208 1.4813  0.14
12 H 1.1135 -0.1592 2.1224  0.16
13 H -1.6115 1.2400 -0.7201  0.07
14 H -0.3757 0.5872 -1.7079  0.06
15 H 2.2855 1.6690 0.8249  0.08
16 H 1.0259 2.3132 1.8838  0.08
17 H 0.7307 2.1797 0.1554  0.08
18 H 1.3977 -1.1648 -1.8677  0.10
19 H 1.9381 0.4426 -1.3081  0.08
20 H 2.6668 -1.0291 -0.6457  0.10
21 H -2.6802 -0.5586 -2.0055  0.07
22 H -2.5390 -1.1319 -0.3536  0.07
23 H -1.4055 -1.6998 -1.5882  0.07

For the total energy, the calculation gives -425.492219 hartree. Its spin multiplicity is 1. As for the frontier orbital gap: 8.863 eV. The relative energy (zero: lowest compared OMol25 entry of this formula, charge and spin) comes out at 70.9 kcal per mole.



Q: Which formula does entry 3 have?
A: C15H36AlN5O6